Entry 1:
The following is a quantum chemistry calculation of C14H22F6HgN10O6SSb as an isolated structure, from the Open Molecules 2025 dataset.

The geometry in XYZ format:
```
61
Properties=species:S:1:pos:R:3:lowdin_charge:R:1
Hg -0.42 -0.51 -0.85 1.22
N 0.12 -0.69 1.54 0.02
C 1.20 0.31 1.55 -0.33
C 1.63 0.66 2.97 -0.14
C 2.69 1.75 3.13 -0.18
C 2.32 3.13 2.58 -0.14
N 2.06 3.25 1.14 0.11
C 2.97 3.18 0.19 -0.43
N 2.68 3.59 -1.05 0.21
N 4.23 2.75 0.47 0.19
C 2.30 -0.13 0.57 -0.61
O 3.50 0.00 0.89 -0.02
O 1.89 -0.52 -0.57 -0.12
H -0.72 -0.28 1.93 0.08
H 0.38 -1.53 2.03 0.09
H 0.75 1.19 1.11 0.08
H 2.00 -0.24 3.47 0.12
H 0.73 0.97 3.50 0.12
H 3.63 1.38 2.74 0.08
H 2.85 1.92 4.20 0.11
H 3.11 3.84 2.84 0.12
H 1.40 3.47 3.04 0.12
H 1.09 3.44 0.89 0.09
H 1.70 3.72 -1.26 0.08
H 3.23 3.23 -1.81 0.12
H 4.22 1.93 1.07 0.06
H 4.78 2.56 -0.35 0.11
N -3.85 -0.49 0.01 0.21
C -3.59 -1.72 -0.39 -0.41
N -4.60 -2.61 -0.42 0.17
C -4.28 -3.82 -0.83 -0.46
N -5.25 -4.77 -0.82 0.14
N -3.06 -4.23 -1.23 0.16
C -2.14 -3.28 -1.18 -0.29
N -2.32 -2.04 -0.75 0.12
C -0.76 -3.65 -1.64 -0.21
C -0.37 -4.98 -1.68 -0.01
C 0.92 -5.27 -2.10 -0.06
C 1.76 -4.23 -2.46 -0.05
C 1.28 -2.93 -2.39 -0.11
N 0.04 -2.66 -2.01 0.07
H -4.81 -0.24 0.19 0.12
H -3.14 0.26 0.02 0.05
H -6.20 -4.45 -0.72 0.10
H -5.07 -5.61 -1.34 0.09
H -1.07 -5.75 -1.39 0.10
H 1.27 -6.29 -2.13 0.11
H 2.78 -4.41 -2.78 0.11
H 1.90 -2.07 -2.63 0.11
F -1.65 1.03 0.49 -0.47
Sb -1.89 3.14 0.22 1.50
F -0.54 2.85 1.65 -0.39
F -0.58 4.57 0.04 -0.39
F -3.03 4.65 -0.06 -0.39
F -3.36 2.19 -0.65 -0.39
F -2.98 2.95 1.78 -0.40
O 0.61 2.86 -3.16 -0.31
S -0.32 2.30 -2.20 0.32
O -0.79 0.94 -2.61 -0.41
O 0.26 2.16 -0.83 -0.48
O -1.50 3.20 -1.94 -0.39
```

As for the charge: -1. The value obtained for the total energy is -2937.14599 hartree. As for the multiplicity: 1.



Entry 2:
The following is a quantum chemistry calculation of C14H22F6HgN10O6SSb as an isolated structure, from the Open Molecules 2025 dataset.

The geometry in XYZ format:
```
61
Properties=species:S:1:pos:R:3:lowdin_charge:R:1
Hg -0.85 -0.57 -0.04 1.25
N 0.63 -0.76 1.61 0.01
C 0.27 0.06 2.77 -0.27
C 1.44 0.23 3.76 -0.14
C 2.79 0.70 3.22 -0.17
C 2.93 2.20 2.91 -0.18
N 2.37 2.64 1.65 0.08
C 3.03 2.67 0.47 -0.55
N 4.32 2.16 0.48 0.14
N 2.57 3.17 -0.64 0.08
C -0.43 1.36 2.35 -0.61
O -0.21 2.41 2.96 0.02
O -1.27 1.24 1.39 -0.16
H 0.76 -1.73 1.90 0.06
H 1.49 -0.45 1.14 0.04
H -0.51 -0.50 3.30 0.13
H 1.58 -0.75 4.23 0.11
H 1.10 0.92 4.54 0.12
H 3.08 0.12 2.34 0.09
H 3.54 0.46 3.98 0.11
H 3.99 2.47 2.92 0.11
H 2.44 2.77 3.70 0.12
H 1.40 2.91 1.66 0.11
H 4.36 1.24 0.90 0.08
H 4.66 2.11 -0.47 0.09
H 1.64 3.56 -0.51 0.06
H 2.72 2.04 -1.77 0.01
N -2.27 2.79 -0.61 0.20
C -2.46 2.07 -1.71 -0.42
N -2.82 2.71 -2.83 0.17
C -2.98 1.94 -3.89 -0.45
N -3.37 2.53 -5.05 0.15
N -2.81 0.60 -3.93 0.17
C -2.45 0.08 -2.77 -0.29
N -2.28 0.73 -1.63 0.12
C -2.20 -1.40 -2.76 -0.18
C -2.52 -2.15 -3.87 0.00
C -2.26 -3.51 -3.86 -0.04
C -1.67 -4.07 -2.74 -0.03
C -1.37 -3.24 -1.66 -0.09
N -1.64 -1.94 -1.68 0.03
H -2.37 3.79 -0.69 0.11
H -1.90 2.36 0.25 0.06
H -3.28 3.53 -5.09 0.10
H -3.25 2.00 -5.89 0.10
H -2.97 -1.66 -4.73 0.11
H -2.50 -4.13 -4.72 0.11
H -1.43 -5.12 -2.68 0.11
H -0.91 -3.63 -0.77 0.10
F -1.37 -2.97 1.37 -0.41
Sb -1.20 -3.97 3.00 1.37
F -1.76 -2.42 3.94 -0.36
F -2.99 -4.54 2.84 -0.37
F 0.58 -3.30 3.08 -0.36
F -0.61 -5.43 1.97 -0.37
F -0.95 -4.93 4.60 -0.36
O 2.00 -1.07 -2.52 -0.32
S 2.01 0.06 -1.63 0.35
O 2.65 -0.20 -0.34 -0.37
O 0.66 0.64 -1.41 -0.44
O 2.82 1.19 -2.34 -0.22
```

As for the charge: -1. The value obtained for the total energy is -2937.22593 hartree. As for the multiplicity: 1.



Entry 3:
The following is a quantum chemistry calculation of a 2-piece molecular cluster, C14H22N overall, from the Open Molecules 2025 dataset.

The geometry in XYZ format:
```
37
Properties=species:S:1:pos:R:3:lowdin_charge:R:1
C -1.63 0.65 -4.36 -0.11
C -0.67 -0.35 -4.25 -0.07
C -1.79 1.54 -3.34 -0.07
C 0.06 -0.44 -3.08 -0.06
C -0.99 1.45 -2.15 -0.03
C -0.03 0.42 -1.99 -0.26
C 2.50 1.52 0.67 -0.09
C 1.31 1.44 -0.20 -0.15
C 1.05 -1.83 2.38 0.06
C 0.15 0.54 2.71 0.02
C -0.87 -1.93 0.14 -0.01
C -1.82 0.21 0.88 0.02
C 0.80 0.36 -0.84 -0.11
C 0.13 -0.73 1.95 -0.25
N -0.77 -0.82 1.03 -0.12
H -1.98 0.99 -5.31 0.10
H -0.40 -0.97 -5.18 0.14
H -2.50 2.45 -3.49 0.14
H 0.87 -1.14 -3.14 0.11
H -1.22 2.12 -1.34 0.09
H 3.26 1.75 0.01 0.06
H 2.71 0.56 1.06 0.06
H 1.07 2.44 -0.58 0.13
H 1.10 -2.64 1.72 0.07
H 1.97 -1.44 2.58 0.07
H 0.67 -2.13 3.34 0.12
H 0.87 0.58 3.53 0.12
H -0.79 0.85 2.97 0.05
H 0.32 1.23 1.84 0.10
H 0.04 -2.49 -0.09 0.11
H -1.57 -2.62 0.45 0.09
H -1.30 -1.51 -0.77 0.10
H -2.32 0.24 1.86 0.12
H -1.36 1.16 0.53 0.10
H -2.63 -0.05 0.20 0.12
H 1.17 -0.62 -0.61 0.11
H 2.52 2.28 1.52 0.12
```

As for the charge: +1. The value obtained for the total energy is -601.09107 hartree. As for the multiplicity: 1.



Record-wise Kohn-Sham gap values, in Ha: 0.304 0.295 0.303
Record-wise LUMO values, in eV: 1.75 1.54 -3.32